--- i ---
The molecule C2H6N2S2, computed with the ωB97M-V functional and the def2-TZVPD basis.

```
! wB97M-V def2-TZVPD RIJCOSX def2/J DEFGRID3
* xyz 0 1
H 2.168 -1.920 0.702
N 2.115 -0.927 0.694
C 0.855 -0.644 0.509
N 0.782 0.937 0.635
S -0.338 1.735 -0.264
S -0.362 -1.115 -0.709
C -1.931 -0.814 0.261
H 1.602 1.187 1.073
H 0.517 1.890 -1.294
H -2.457 -1.931 0.286
H -2.805 -0.107 -0.415
H -1.657 -0.375 1.280
*
```

HOMO level = -8.6 eV

These are the natural (NBO) partial charges, in e, on atoms 1 to 2: atom 1 (H): 0.343, atom 2 (N): -0.643

---

--- ii ---
The molecule C2H6N2S2, computed with the ωB97M-V functional and the def2-TZVPD basis.

```
! wB97M-V def2-TZVPD RIJCOSX def2/J DEFGRID3
* xyz 0 1
C -1.755 0.034 0.038
N -0.310 0.242 0.086
S 0.210 1.489 1.017
C 0.642 -0.506 -0.605
N 1.890 -0.109 -0.519
S 0.306 -1.979 -1.286
H -2.320 0.981 -0.090
H -2.037 -0.386 1.012
H -1.969 -0.680 -0.766
H 0.629 0.861 2.128
H 2.600 -0.774 -0.816
H 2.114 0.829 -0.198
*
```

HOMO level = -8.2 eV

These are the natural (NBO) partial charges, in e, on atoms 1 to 2: atom 1 (C): -0.412, atom 2 (N): -0.598

---

Least stable structure: i

---

--- i ---
The molecule C4H5FN2S, computed with the ωB97M-V functional and the def2-TZVPD basis.

```
! wB97M-V def2-TZVPD RIJCOSX def2/J DEFGRID3
* xyz 0 1
F 0.074 1.572 -1.237
C 0.434 1.003 -0.013
C -0.883 0.574 0.681
C -1.409 -0.577 -0.147
N -0.637 -1.455 -0.680
N 0.677 -1.311 -0.392
C 1.324 -0.165 -0.208
S 2.974 -0.077 -0.095
H 1.016 1.682 0.628
H -1.626 1.360 0.764
H -0.751 0.199 1.728
H -2.494 -0.758 -0.339
H 1.302 -2.048 -0.690
*
```

HOMO level = -8.9 eV

These are the natural (NBO) partial charges, in e, on atoms 1 to 2: atom 1 (F): -0.345, atom 2 (C): 0.132

---

--- ii ---
The molecule C4H5FN2S, computed with the ωB97M-V functional and the def2-TZVPD basis.

```
! wB97M-V def2-TZVPD RIJCOSX def2/J DEFGRID3
* xyz 0 1
F -0.164 -1.181 2.608
C 0.849 -1.204 1.765
N 0.412 -0.670 0.495
C 0.457 0.628 0.354
C -0.086 1.363 -0.749
C -0.835 0.795 -1.787
N -1.229 -0.480 -1.676
S -1.837 -1.605 -2.534
H 1.058 -2.292 1.687
H 1.759 -0.625 2.047
H 0.808 1.316 1.133
H -0.017 2.477 -0.730
H -1.175 1.478 -2.615
*
```

HOMO level (spin up / spin down) = -8.6 / -8.0 eV

These are the natural (NBO) partial charges, in e, on atoms 1 to 2: atom 1 (F): -0.342, atom 2 (C): 0.190

---

Least stable structure: ii

---

--- i ---
The ion CH2N3O3 with charge -1, computed with the ωB97M-V functional and the def2-TZVPD basis.

```
! wB97M-V def2-TZVPD RIJCOSX def2/J DEFGRID3
* xyz -1 1
O 3.094 -1.292 0.057
N 1.879 -0.744 0.093
C 1.532 0.540 -0.044
N 2.038 1.737 0.183
O 0.686 2.331 -0.094
N 0.242 1.023 -0.345
O -0.965 0.829 0.420
H 1.118 -1.325 -0.086
H -0.878 0.944 1.476
*
```

HOMO level (spin up / spin down) = -2.3 / -2.3 eV

These are the natural (NBO) partial charges, in e, on atoms 1 to 2: atom 1 (O): -0.741, atom 2 (N): -0.249

---

--- ii ---
The ion CH2N3O3 with charge -1, computed with the ωB97M-V functional and the def2-TZVPD basis.

```
! wB97M-V def2-TZVPD RIJCOSX def2/J DEFGRID3
* xyz -1 1
N 1.828 -0.070 -0.308
C 0.543 -0.169 0.385
O 0.560 -0.496 1.553
N -0.381 0.185 -0.480
N -1.821 0.409 -0.017
O -2.548 0.562 -1.013
O -2.336 0.332 1.098
H 1.749 -0.021 -1.306
H 2.405 -0.732 0.089
*
```

HOMO level = -4.8 eV

These are the natural (NBO) partial charges, in e, on atoms 1 to 2: atom 1 (N): -0.883, atom 2 (C): 0.709

---

Least stable structure: i

---

--- i ---
A cluster of 2 separate species, C6H13N in total, computed with the ωB97M-V functional and the def2-TZVPD basis.

```
! wB97M-V def2-TZVPD RIJCOSX def2/J DEFGRID3
* xyz 1 2
C -1.987 0.295 -0.689
C -0.660 -0.361 -0.581
C 0.271 -0.052 0.446
C 0.076 1.013 1.357
C 1.599 -0.744 0.469
C 2.474 -0.310 -0.745
N -3.073 -0.612 -0.304
H -2.005 0.597 -1.760
H -1.914 1.227 -0.109
H -0.561 -1.346 -1.028
H 0.526 1.501 -0.355
H -0.879 1.201 1.846
H 0.837 1.329 2.064
H 1.547 -1.853 0.483
H 2.200 -0.364 1.296
H 1.947 -0.279 -1.704
H 2.695 0.770 -0.551
H 3.382 -0.908 -0.819
H -3.825 -0.087 0.144
H -2.650 -1.017 0.538
*
```

<S²> = 0.76
HOMO level (spin up / spin down) = -13.8 / -14.0 eV

These are the natural (NBO) partial charges, in e, on atoms 1 to 2: atom 1 (C): -0.305, atom 2 (C): -0.019

---

--- ii ---
The ion C6H13N with charge +1, computed with the ωB97M-V functional and the def2-TZVPD basis.

```
! wB97M-V def2-TZVPD RIJCOSX def2/J DEFGRID3
* xyz 1 2
C -2.112 0.159 -0.797
C -1.367 0.308 0.565
C 0.008 1.095 0.447
C 0.963 0.341 -0.496
C 1.084 0.331 -1.878
C 1.460 -1.240 1.430
N 1.854 -0.469 0.278
H -2.215 1.186 -1.219
H -3.156 -0.098 -0.502
H -1.849 -0.502 -1.599
H -1.333 -0.682 1.107
H -2.041 0.928 1.157
H -0.281 2.085 0.048
H 0.495 1.274 1.406
H 1.530 -0.528 -2.334
H 0.530 1.061 -2.519
H 0.741 -0.611 2.022
H 0.916 -2.162 1.157
H 2.298 -1.481 2.080
H 2.473 -0.996 -0.354
*
```

<S²> = 0.77
HOMO level (spin up / spin down) = -15.1 / -15.4 eV

These are the natural (NBO) partial charges, in e, on atoms 1 to 2: atom 1 (C): -0.643, atom 2 (C): -0.395

---

--- iii ---
The ion C6H13N with charge +1, computed with the ωB97M-V functional and the def2-TZVPD basis.

```
! wB97M-V def2-TZVPD RIJCOSX def2/J DEFGRID3
* xyz 1 2
C 1.269 0.404 -1.396
C 0.871 0.450 0.053
C -0.494 0.132 0.542
C -0.935 -1.168 0.333
C -2.262 -1.765 0.618
C -1.271 1.083 1.401
N 2.698 0.756 -1.399
H 1.084 -0.604 -1.783
H 0.699 1.116 -2.066
H 1.099 1.449 0.448
H 1.480 -0.321 0.661
H -0.281 -1.859 -0.189
H -3.141 -1.130 0.643
H -2.552 -2.460 -0.199
H -2.264 -2.434 1.492
H -1.111 0.607 2.382
H -0.731 1.985 1.622
H -2.264 1.180 1.006
H 2.887 1.746 -1.320
H 3.252 0.368 -2.146
*
```

<S²> = 0.75
HOMO level (spin up / spin down) = -12.9 / -12.9 eV

These are the natural (NBO) partial charges, in e, on atoms 1 to 2: atom 1 (C): -0.214, atom 2 (C): -0.489

---

--- iv ---
The ion C6H13N with charge +1, computed with the ωB97M-V functional and the def2-TZVPD basis.

```
! wB97M-V def2-TZVPD RIJCOSX def2/J DEFGRID3
* xyz 1 2
C -1.414 1.751 -1.117
C -0.544 0.482 -1.005
C -0.248 0.180 0.453
C 0.904 -0.568 0.887
C 1.452 -1.525 0.019
C 1.340 -0.314 2.269
N -1.192 -0.595 -1.741
H -1.319 2.050 -2.136
H -2.438 1.490 -0.916
H -0.988 2.649 -0.640
H 0.405 0.777 -1.474
H -0.485 0.985 1.155
H -1.034 -0.481 0.870
H 0.978 -1.805 -0.934
H 2.345 -2.063 0.263
H 0.477 -0.589 2.902
H 1.615 0.726 2.412
H 2.160 -0.936 2.596
H -1.293 -1.458 -1.232
H -0.723 -0.755 -2.631
*
```

<S²> = 0.75
HOMO level (spin up / spin down) = -13.4 / -13.3 eV

These are the natural (NBO) partial charges, in e, on atoms 1 to 2: atom 1 (C): -0.609, atom 2 (C): -0.055

---

Least stable structure: i